The following is a DFT calculation (ωB97M-V with the def2-TZVPD basis set) of the ion C3H8N3 with charge +1 at a distorted geometry.

Each line ends with the Löwdin charge.
Geometry (Å):
1 C 0.90804 1.00954 -0.99427  -0.001
2 C -0.17696 -0.01661 0.08886  -0.392
3 C -0.92103 -1.18169 -0.44794  -0.038
4 N -0.12554 1.99722 -0.62637  -0.003
5 N -0.90012 1.28816 -0.02868  0.013
6 N 0.34638 -0.07620 1.47031  0.238
7 H 2.09080 1.17117 -0.89792  0.147
8 H 0.69906 0.76250 -2.07492  0.112
9 H -0.33077 -2.07611 -0.83254  0.113
10 H -1.52623 -0.88927 -1.39147  0.137
11 H -1.54723 -1.74144 0.30184  0.104
12 H -0.29673 -0.49652 2.05812  0.125
13 H 0.47546 0.88521 1.89247  0.202
14 H 1.30486 -0.63594 1.48252  0.243

* lowest unoccupied orbital energy (alpha / beta): -0.1465 / -0.2397 hartree
* E_HOMO (alpha / beta): -0.41210 / -0.54501 Eh
* relative energy (zero: lowest compared OMol25 entry of this formula, charge and spin): 65.9 kcal/mol
* E: -282.8671 a.u.
* net charge: +1
* 2S+1: 3

***

The following is a DFT calculation (ωB97M-V with the def2-TZVPD basis set) of a cluster of 8 separate species, C4H26NO7S in total at a distorted geometry.

Each line ends with the Löwdin charge.
Geometry (Å):
1 C -2.15123 -0.45499 -0.10337  -0.038
2 C -0.69983 -0.04048 -0.06899  -0.364
3 C -0.26445 0.62171 -1.36962  -0.222
4 C 1.23224 0.72464 -1.56362  -0.521
5 S 2.15069 -0.84871 -1.57008  0.753
6 N -0.51606 0.89632 1.09759  0.196
7 H -2.82787 0.38148 -0.31328  0.090
8 H -2.50415 -0.94136 0.80788  0.093
9 H -2.35324 -1.18013 -0.88791  0.079
10 H -0.05105 -0.89831 0.09475  0.095
11 H -0.73165 0.07401 -2.19112  0.106
12 H -0.76386 1.59452 -1.47141  0.131
13 H 1.69684 1.32793 -0.78712  0.038
14 H 1.47705 1.25461 -2.48278  0.079
15 H 1.49751 -1.49625 -2.55074  -0.139
16 H -1.29620 1.56058 1.16118  0.102
17 H 0.36057 1.45947 1.01194  0.100
18 H -0.34983 0.36260 1.96828  0.112
19 H -0.51506 -3.55082 -0.10749  -0.009
20 H -1.25493 -4.71366 -0.85654  0.084
21 O -1.16450 -3.75056 -0.76258  -0.036
22 H 1.69562 -2.80709 0.55143  0.048
23 H 1.36055 -3.94167 1.50828  0.088
24 O 0.96797 -3.16806 1.09212  -0.053
25 H 2.42586 2.30406 2.11044  0.068
26 H 2.10156 3.07537 0.81974  0.009
27 O 1.69073 2.52958 1.53153  -0.067
28 H 2.47287 4.92866 -0.48668  0.060
29 H 3.72065 4.01424 -0.69480  0.087
30 O 2.76876 4.02674 -0.48892  -0.028
31 H -0.92613 -2.72878 -3.78589  0.060
32 H -0.81917 -2.83764 -2.23040  -0.007
33 O -0.52429 -2.30725 -3.00352  -0.104
34 H -3.45558 3.00617 1.13058  0.060
35 H -2.74812 3.22210 2.49321  0.073
36 O -2.64478 2.82224 1.61379  -0.045
37 H 0.12708 -1.49914 3.70066  0.075
38 H 0.52760 -1.89870 2.26513  0.010
39 O 0.28784 -1.12343 2.81831  -0.064

* lowest unoccupied orbital energy: -0.0842 hartree
* E_HOMO: -0.43104 Eh
* relative energy (zero: lowest compared OMol25 entry of this formula, charge and spin): 0.0 kcal/mol
* E: -1147.4632 a.u.
* net charge: +1
* 2S+1: 1

***

The following is a DFT calculation (ωB97M-V with the def2-TZVPD basis set) of an isolated molecule of C4H6Br2SSe at a distorted geometry.

Each line ends with the Löwdin charge.
Geometry (Å):
1 Br -2.27405 1.74089 0.10348  0.579
2 C -0.35175 1.39161 0.58545  -1.007
3 C 0.52411 1.45078 -0.53053  -0.598
4 Se 0.32451 -0.02401 -1.91273  0.866
5 C 0.76009 -1.41859 -0.53706  -0.489
6 C -0.43527 -1.49133 0.67569  -0.975
7 Br -2.20536 -1.75029 -0.26104  0.529
8 S -0.19484 -0.08909 1.71402  0.809
9 H -0.11406 2.31311 1.09916  0.052
10 H 0.39616 2.45223 -1.01800  0.088
11 H 1.60058 1.30087 -0.25852  0.084
12 H 1.59891 -1.14809 -0.05083  -0.012
13 H 0.81809 -2.39292 -0.98439  0.044
14 H -0.44713 -2.33517 1.37531  0.031

* lowest unoccupied orbital energy: 0.0140 hartree
* E_HOMO: -0.31954 Eh
* relative energy (zero: lowest compared OMol25 entry of this formula, charge and spin): 2.4 kcal/mol
* E: -8103.6093 a.u.
* 2S+1: 1
* structure (SMILES): Br[C@@H]1C[Se]C[C@H](Br)S1

***

The following is a DFT calculation (ωB97M-V with the def2-TZVPD basis set) of a structure of composition C33H34B2F4N4P2PbS2 at a distorted geometry.

Each line ends with the Löwdin charge.
Geometry (Å):
1 Pb -0.90089 -0.31162 0.66269  1.094
2 C -5.16931 -0.90926 -2.07112  0.018
3 N -5.27727 -0.66486 -0.63068  -0.109
4 C -6.32870 -0.04674 -0.02368  0.002
5 C -6.00998 0.07789 1.29461  -0.001
6 N -4.77707 -0.47375 1.48991  0.018
7 B -3.92254 -0.24834 2.78607  -0.413
8 N -3.29519 -1.61956 3.21208  -0.014
9 C -4.02478 -2.72545 3.55898  -0.008
10 C -3.16510 -3.68355 3.99015  0.008
11 N -1.90439 -3.15700 3.89799  -0.094
12 C -0.68400 -3.87649 4.25867  0.007
13 C -2.00156 -1.89063 3.41480  -0.680
14 S -0.66036 -0.82295 3.17682  0.695
15 C -4.33575 -0.92421 0.30516  -0.668
16 S -2.90825 -1.83874 0.00451  0.724
17 H -6.14370 -1.18611 -2.46269  0.107
18 H -4.46545 -1.71046 -2.25824  0.070
19 H -4.82155 -0.00257 -2.56009  0.105
20 H -7.21294 0.26175 -0.55852  0.149
21 H -6.57222 0.52259 2.10128  0.143
22 H -4.64070 0.14311 3.66482  0.099
23 H -3.04056 0.52400 2.51722  0.051
24 H -5.10319 -2.73595 3.49537  0.147
25 H -3.35217 -4.67346 4.37811  0.147
26 H -0.83388 -4.39107 5.20435  0.110
27 H 0.13218 -3.17377 4.35902  0.056
28 H -0.43836 -4.60652 3.48986  0.107
29 F -2.21362 1.61583 0.72878  -0.085
30 B -2.80908 2.08336 -0.55838  -1.187
31 F -2.67278 3.43769 -0.64866  0.209
32 F -4.10298 1.60698 -0.62148  0.187
33 F -2.00979 1.38892 -1.56208  -0.004
34 C 2.18329 1.15282 -0.36528  -0.466
35 P 0.48651 1.45996 -0.97825  0.984
36 C 0.24382 3.20198 -0.99971  -0.355
37 C 0.70402 3.97406 0.07928  -0.056
38 C 0.56939 5.34584 0.03289  -0.037
39 C -0.04721 5.94483 -1.06439  -0.011
40 C -0.53016 5.17582 -2.12017  -0.029
41 C -0.40875 3.80203 -2.08649  -0.067
42 C 0.46752 0.78102 -2.63864  -0.390
43 C -0.31030 -0.31997 -2.98330  -0.099
44 C -0.22336 -0.84980 -4.25956  -0.040
45 C 0.64413 -0.28667 -5.18571  -0.035
46 C 1.41769 0.81415 -4.84105  -0.047
47 C 1.33116 1.35731 -3.56979  -0.100
48 P 2.59213 -0.66699 -0.48923  1.029
49 C 4.30667 -0.58103 -1.10889  -0.374
50 C 5.35548 -1.19796 -0.43305  -0.077
51 C 6.64167 -1.15387 -0.96168  -0.057
52 C 6.87987 -0.52426 -2.17312  -0.061
53 C 5.83066 0.07108 -2.86157  -0.063
54 C 4.54655 0.03092 -2.33949  -0.105
55 C 2.82639 -1.17549 1.24624  -0.453
56 C 3.41324 -0.37296 2.23063  -0.094
57 C 3.65828 -0.88644 3.49588  -0.056
58 C 3.34782 -2.21230 3.78365  -0.062
59 C 2.78057 -3.02007 2.80845  -0.086
60 C 2.50735 -2.50105 1.54790  -0.129
61 H 2.29515 1.52754 0.65033  0.042
62 H 2.83587 1.71265 -1.03796  0.071
63 H 1.15947 3.50592 0.94469  0.111
64 H 0.93469 5.95301 0.85222  0.122
65 H -0.16695 7.02194 -1.08666  0.125
66 H -1.01654 5.65025 -2.96383  0.126
67 H -0.80619 3.19208 -2.88748  0.124
68 H -0.99821 -0.75031 -2.26502  0.056
69 H -0.83240 -1.70348 -4.53089  0.119
70 H 0.70984 -0.69691 -6.18527  0.121
71 H 2.09369 1.25074 -5.56442  0.122
72 H 1.91285 2.23602 -3.31502  0.121
73 H 5.18070 -1.70598 0.50843  0.102
74 H 7.45670 -1.62294 -0.42200  0.116
75 H 7.88072 -0.50884 -2.58822  0.116
76 H 6.01150 0.55566 -3.81422  0.113
77 H 3.72754 0.46912 -2.90068  0.079
78 H 3.71670 0.64317 2.00078  0.110
79 H 4.12067 -0.26285 4.25222  0.117
80 H 3.57368 -2.61732 4.76423  0.117
81 H 2.57482 -4.06410 3.01678  0.112
82 H 2.08721 -3.13747 0.77080  0.104

* lowest unoccupied orbital energy: -0.3186 hartree
* E_HOMO: -0.48476 Eh
* relative energy (zero: lowest compared OMol25 entry of this formula, charge and spin): 0.0 kcal/mol
* E: -3617.8164 a.u.
* net charge: +2
* 2S+1: 1

***

The following is a DFT calculation (ωB97M-V with the def2-TZVPD basis set) of an isolated molecule of C2H4N4 at a distorted geometry.

Each line ends with the Löwdin charge.
Geometry (Å):
1 N 1.78966 0.07117 -0.10133  0.022
2 N 0.40977 -0.00304 0.02298  -0.282
3 C -0.42697 1.06872 -0.07285  -0.200
4 N -1.66246 0.71326 -0.08042  0.049
5 C -1.57871 -0.66970 -0.00205  -0.205
6 N -0.30417 -1.18302 -0.03028  0.085
7 H 2.20974 0.00112 0.92763  0.135
8 H 2.19547 -0.74835 -0.76132  0.150
9 H -0.18481 2.14346 0.06790  0.134
10 H -2.44752 -1.39362 0.02972  0.112

* lowest unoccupied orbital energy: 0.0340 hartree
* E_HOMO: -0.35507 Eh
* relative energy (zero: lowest compared OMol25 entry of this formula, charge and spin): 46.7 kcal/mol
* E: -297.5698 a.u.
* 2S+1: 1
* structure (SMILES): Nn1cncn1

***

The following is a DFT calculation (ωB97M-V with the def2-TZVPD basis set) of a structure of composition C32H49Cl5IN3O9P2Ti at a distorted geometry.

Each line ends with the Löwdin charge.
Geometry (Å):
1 Ti -1.48896 -1.02533 -0.30175  1.047
2 C -4.56080 -1.95842 -0.91595  -0.144
3 C -4.54687 -0.45163 -0.62716  -0.153
4 N -3.24512 0.16252 -0.96167  -0.129
5 C -3.10741 0.66269 -2.34001  -0.163
6 C -2.93194 -0.51709 -3.28406  -0.159
7 N -1.95116 -1.46664 -2.72614  -0.097
8 C -2.21309 -2.89011 -2.99240  -0.155
9 C -2.90451 -3.57649 -1.77971  -0.162
10 N -3.22723 -2.58281 -0.74623  -0.112
11 H -5.29077 -2.43469 -0.26641  0.129
12 H -4.88938 -2.14058 -1.93718  0.108
13 H -5.35487 0.03446 -1.17891  0.127
14 H -4.71292 -0.28559 0.42873  0.097
15 H -3.08969 0.93118 -0.31673  0.086
16 H -3.96981 1.25954 -2.64279  0.125
17 H -2.22136 1.29282 -2.37235  0.115
18 H -3.88309 -1.03167 -3.40586  0.111
19 H -2.63997 -0.15914 -4.27006  0.128
20 H -1.02442 -1.21071 -3.02945  0.092
21 H -2.81943 -3.00761 -3.89205  0.117
22 H -1.26530 -3.38584 -3.17993  0.110
23 H -3.79812 -4.10915 -2.10521  0.118
24 H -2.23038 -4.30480 -1.34345  0.110
25 H -3.17747 -3.01770 0.16505  0.087
26 Cl -1.10093 -1.07370 7.00717  0.688
27 C -1.59373 -1.12163 5.35736  -0.719
28 C -2.27796 -0.05150 4.78589  -0.696
29 Cl -2.68774 1.31953 5.74562  0.719
30 C -2.60966 -0.06882 3.43820  -0.580
31 Cl -3.44207 1.28989 2.74436  0.752
32 C -2.27830 -1.14774 2.59925  -0.412
33 O -2.56671 -1.11784 1.31351  -0.247
34 C -1.67772 -2.25800 3.23265  -0.562
35 Cl -1.42813 -3.71988 2.33578  0.790
36 C -1.31691 -2.23584 4.57443  -0.698
37 Cl -0.51180 -3.59264 5.26248  0.700
38 C -0.46914 4.81304 -0.65403  -0.041
39 C -1.01340 3.97856 0.47867  -0.400
40 C -1.61059 4.79846 1.59898  -0.035
41 O 0.11452 3.17466 1.01409  -0.176
42 P 0.05169 1.61223 1.22266  0.510
43 O -1.12556 1.01358 0.52409  -0.327
44 C 1.61444 1.05043 0.49489  -0.181
45 P 1.33194 0.59609 -1.23204  0.537
46 O -0.00402 0.03962 -1.60768  -0.288
47 O 1.53327 1.92839 -2.06295  -0.169
48 C 2.81560 2.65031 -2.09451  -0.422
49 C 2.69461 3.96309 -1.34352  -0.041
50 C 3.16562 2.85303 -3.55147  -0.032
51 O 2.54810 -0.34962 -1.54223  -0.163
52 C 2.74702 -0.88232 -2.91196  -0.406
53 C 4.22489 -0.80094 -3.19826  -0.031
54 C 2.21268 -2.29335 -2.97909  -0.021
55 O 0.04363 1.28254 2.73873  -0.153
56 C 0.76602 1.85826 3.89698  -0.372
57 C 2.24328 2.04640 3.61061  -0.037
58 C 0.09497 3.12678 4.37024  -0.043
59 H -1.27497 5.42909 -1.06079  0.096
60 H -0.07626 4.17965 -1.45271  0.072
61 H 0.32540 5.47556 -0.29840  0.093
62 H -1.75300 3.28578 0.09743  0.122
63 H -0.85153 5.44303 2.05202  0.092
64 H -2.04036 4.15877 2.37257  0.066
65 H -2.40421 5.43336 1.19705  0.095
66 H 1.96195 0.18142 1.04219  0.065
67 H 2.35732 1.84666 0.51575  0.078
68 H 3.57203 2.02001 -1.62218  0.131
69 H 2.18505 4.71098 -1.95604  0.088
70 H 3.69287 4.33690 -1.10961  0.098
71 H 2.13186 3.85697 -0.41387  0.057
72 H 2.38436 3.44448 -4.03566  0.096
73 H 3.25722 1.90070 -4.07926  0.071
74 H 4.11341 3.39090 -3.63585  0.099
75 H 2.19396 -0.24667 -3.60465  0.134
76 H 4.77450 -1.42055 -2.48381  0.097
77 H 4.59218 0.22393 -3.12340  0.072
78 H 4.42676 -1.16823 -4.20733  0.099
79 H 2.81347 -2.95978 -2.35522  0.089
80 H 2.25932 -2.64622 -4.01308  0.102
81 H 1.17676 -2.33858 -2.63722  0.063
82 H 0.63933 1.08046 4.64415  0.139
83 H 2.39827 2.81671 2.84774  0.084
84 H 2.71814 1.11468 3.29283  0.084
85 H 2.73705 2.38375 4.52177  0.097
86 H 0.29452 3.95131 3.68454  0.074
87 H 0.48638 3.38772 5.35587  0.100
88 H -0.98342 2.98357 4.45886  0.041
89 I 5.35189 -6.21002 1.05512  0.914
90 C 3.72316 -4.95348 0.75935  -0.735
91 C 3.65692 -3.74656 1.43860  -0.128
92 C 2.56940 -2.91178 1.22811  0.001
93 C 1.57162 -3.27266 0.34337  -0.154
94 C 1.63624 -4.48560 -0.32070  -0.018
95 C 2.71341 -5.33650 -0.11650  -0.129
96 C 0.41806 -2.37471 0.13169  -0.587
97 O -0.47230 -2.61069 -0.74015  -0.102
98 O 0.24428 -1.33515 0.81204  -0.083
99 H 4.43926 -3.46594 2.13173  0.099
100 H 2.49418 -1.97237 1.76402  0.118
101 H 0.83684 -4.76001 -0.99931  0.128
102 H 2.76486 -6.28915 -0.62828  0.100

* lowest unoccupied orbital energy (alpha / beta): -0.0723 / -0.0756 hartree
* E_HOMO (alpha / beta): -0.35531 / -0.37652 Eh
* relative energy (zero: lowest compared OMol25 entry of this formula, charge and spin): 0.0 kcal/mol
* E: -6221.2845 a.u.
* net charge: +1
* 2S+1: 2

***

Look up the E of the second one.
-1147.4632 a.u.